Formula: C5H9O2P
Source: the OMol25 dataset
Level of theory: wB97M-V/def2-TZVPD

Calculated values
* energy relative to the best compared isomer or geometry (same formula, charge and spin): 4.161 eV
* charge: 0
* orbital gap: 8.3 eV
* SMILES string: C=[PH2]C(=C)OC(C)=O
* E: -687.60651 Ha
* E_HOMO: -7.77 eV

Atoms and positions in Å:
C  2.08  2.43  1.14
P  0.79  1.22  1.38
C  0.20  -0.46  0.78
C  0.66  -1.64  1.20
O  -0.62  -0.11  -0.30
C  -1.33  -1.05  -1.02
C  -1.80  -0.56  -2.36
O  -1.54  -2.20  -0.72
H  1.96  2.94  0.08
H  3.15  2.33  1.27
H  -0.30  2.09  1.22
H  0.70  0.91  2.75
H  0.44  -2.51  0.48
H  1.33  -1.73  2.04
H  -1.46  -1.47  -2.91
H  -1.37  0.34  -2.76
H  -2.88  -0.53  -2.30

Formula: C2H5P
Source: the OMol25 dataset
Level of theory: wB97M-V/def2-TZVPD

Calculated values
* energy relative to the best compared isomer or geometry (same formula, charge and spin): 3.616 eV
* charge: 0
* orbital gap (alpha / beta): 8.9 / 8.0 eV
* E: -420.37168 Ha
* E_HOMO (alpha / beta): -9.61 / -8.42 eV

Atoms and positions in Å:
C  0.68  -0.58  0.09
C  0.04  0.58  -0.63
P  -0.14  0.54  1.23
H  0.50  -1.67  -0.19
H  1.68  -0.40  -0.02
H  0.65  1.31  -0.97
H  -0.91  0.62  -1.23
H  -2.50  -0.41  1.72

Formula: C75H170N6O13
Source: the OMol25 dataset
Level of theory: wB97M-V/def2-TZVPD

Calculated values
* energy relative to the best compared isomer or geometry (same formula, charge and spin): 5.779 eV
* charge: 0
* orbital gap: 8.2 eV
* E: -4265.75724 Ha
* E_HOMO: -8.16 eV

Atoms and positions in Å:
C  -2.59  5.96  7.43
C  -3.19  4.61  7.22
C  -3.72  4.69  5.76
C  -4.17  3.31  5.20
C  -2.93  2.44  5.33
C  -2.36  2.17  6.72
N  -2.20  3.48  7.41
O  -1.73  3.44  8.73
C  -3.33  1.20  7.43
C  -0.96  1.52  6.59
C  -4.48  4.45  8.11
H  -2.36  6.01  8.50
H  -3.20  6.80  7.08
H  -1.68  6.07  6.86
H  -4.45  5.50  5.68
H  -2.96  4.95  5.02
H  -4.52  3.37  4.17
H  -5.02  2.93  5.77
H  -2.21  3.00  4.75
H  -3.14  1.50  4.81
H  -3.33  0.18  7.04
H  -3.06  1.05  8.47
H  -4.35  1.55  7.52
H  -0.32  2.05  5.89
H  -0.52  1.56  7.58
H  -1.15  0.49  6.28
H  -4.24  4.12  9.12
H  -5.11  3.72  7.61
H  -4.96  5.43  8.11
H  -0.85  3.80  8.60
C  6.05  0.14  6.11
C  7.30  -0.71  6.39
C  8.51  0.29  6.40
C  9.77  -0.27  6.99
C  9.50  -0.64  8.43
C  8.38  -1.69  8.57
N  7.20  -1.17  7.83
O  6.04  -1.85  8.10
C  8.79  -3.13  8.05
C  8.10  -1.79  10.11
C  7.48  -1.82  5.30
H  6.15  0.65  5.15
H  5.74  0.71  6.99
H  5.20  -0.49  5.83
H  8.77  0.40  5.34
H  8.20  1.24  6.84
H  10.46  0.57  6.95
H  10.26  -1.11  6.49
H  9.04  0.22  8.92
H  10.35  -0.94  9.04
H  9.50  -3.71  8.64
H  7.91  -3.76  8.00
H  9.19  -3.16  7.03
H  7.94  -0.76  10.42
H  7.24  -2.33  10.52
H  8.94  -2.19  10.67
H  7.06  -1.57  4.33
H  7.00  -2.72  5.69
H  8.47  -2.14  4.97
H  5.57  -1.21  8.63
C  -8.35  -8.70  4.00
C  -7.87  -7.47  4.76
C  -6.50  -7.90  5.36
C  -5.28  -7.82  4.48
C  -5.21  -6.44  3.84
C  -6.46  -5.95  3.10
N  -7.72  -6.27  3.90
O  -8.92  -5.84  3.27
C  -6.29  -4.41  3.00
C  -6.55  -6.62  1.71
C  -8.78  -7.18  5.88
H  -7.75  -8.93  3.11
H  -9.33  -8.44  3.62
H  -8.49  -9.58  4.62
H  -6.33  -7.33  6.28
H  -6.53  -8.94  5.68
H  -5.28  -8.69  3.81
H  -4.42  -7.92  5.14
H  -4.34  -6.41  3.19
H  -5.01  -5.69  4.61
H  -6.39  -3.86  3.93
H  -5.35  -4.25  2.47
H  -7.02  -3.91  2.37
H  -6.32  -7.69  1.72
H  -7.49  -6.41  1.20
H  -5.80  -6.24  1.01
H  -8.75  -7.99  6.62
H  -9.80  -7.00  5.55
H  -8.32  -6.31  6.35
H  -9.12  -6.57  2.69
C  3.51  -1.96  -10.13
C  4.97  -2.34  -9.93
C  5.83  -1.09  -10.23
C  5.83  -0.11  -9.01
C  6.22  -0.77  -7.71
C  5.38  -2.04  -7.39
N  5.30  -2.93  -8.61
O  4.74  -4.16  -8.29
C  6.08  -2.78  -6.20
C  3.99  -1.65  -6.85
C  5.36  -3.38  -11.02
H  2.82  -2.75  -9.82
H  3.28  -1.55  -11.11
H  3.22  -1.07  -9.57
H  6.86  -1.38  -10.44
H  5.49  -0.50  -11.08
H  4.82  0.31  -8.95
H  6.47  0.76  -9.17
H  6.02  -0.10  -6.87
H  7.28  -0.99  -7.71
H  5.40  -3.51  -5.74
H  7.02  -3.22  -6.53
H  6.50  -2.10  -5.46
H  3.36  -1.21  -7.62
H  3.45  -2.52  -6.45
H  4.09  -1.00  -5.98
H  5.06  -3.11  -12.03
H  4.89  -4.33  -10.79
H  6.42  -3.63  -11.05
H  3.81  -3.93  -8.24
C  -9.73  0.18  -4.65
C  -9.47  1.63  -4.05
C  -10.53  1.85  -2.93
C  -10.34  0.96  -1.75
C  -8.84  1.11  -1.27
C  -7.68  1.00  -2.32
N  -8.07  1.78  -3.59
O  -7.13  1.75  -4.58
C  -6.37  1.61  -1.64
C  -7.30  -0.55  -2.63
C  -9.76  2.70  -5.09
H  -10.72  -0.02  -5.05
H  -9.49  -0.55  -3.88
H  -9.01  0.00  -5.46
H  -10.32  2.85  -2.56
H  -11.53  1.89  -3.37
H  -10.61  -0.09  -1.91
H  -10.97  1.23  -0.91
H  -8.65  0.30  -0.56
H  -8.67  2.00  -0.67
H  -5.57  1.38  -2.35
H  -6.57  2.65  -1.40
H  -6.08  1.08  -0.74
H  -6.91  -0.63  -3.64
H  -6.60  -0.84  -1.85
H  -8.14  -1.25  -2.64
H  -9.44  2.29  -6.05
H  -9.36  3.70  -4.90
H  -10.84  2.78  -5.24
H  -6.77  2.62  -4.41
C  -2.51  5.88  -4.20
C  -2.96  7.36  -4.25
C  -1.92  8.38  -4.78
C  -1.75  8.28  -6.28
C  -3.12  8.67  -6.91
C  -4.25  7.70  -6.43
N  -4.23  7.57  -4.97
O  -5.26  6.83  -4.40
C  -5.63  8.34  -6.78
C  -4.11  6.35  -7.19
C  -3.09  7.83  -2.77
H  -3.36  5.21  -4.02
H  -1.87  5.66  -3.34
H  -2.03  5.57  -5.12
H  -2.15  9.40  -4.48
H  -1.02  8.04  -4.27
H  -1.48  7.26  -6.58
H  -0.91  8.90  -6.59
H  -2.88  8.61  -7.97
H  -3.38  9.70  -6.69
H  -5.60  9.36  -6.42
H  -5.72  8.45  -7.86
H  -6.53  7.85  -6.41
H  -4.70  6.16  -8.08
H  -3.11  6.06  -7.50
H  -4.50  5.53  -6.59
H  -3.50  8.82  -2.58
H  -2.19  7.74  -2.17
H  -3.81  7.20  -2.26
H  -5.73  7.53  -3.94
C  2.18  4.87  1.98
C  2.82  6.03  1.23
C  4.01  6.70  2.02
O  3.32  5.46  -0.01
H  2.98  4.23  2.35
H  1.52  4.35  1.30
H  1.54  5.28  2.76
H  2.11  6.81  0.95
H  4.79  5.97  2.23
H  3.64  7.08  2.97
H  4.44  7.51  1.43
H  3.91  4.73  0.19
C  4.38  -7.69  1.69
C  5.07  -6.35  1.72
C  5.80  -6.01  0.42
O  4.05  -5.38  2.02
H  5.07  -8.53  1.56
H  3.72  -7.86  0.84
H  3.83  -7.93  2.59
H  5.82  -6.32  2.52
H  6.74  -6.56  0.36
H  5.96  -4.94  0.36
H  5.30  -6.26  -0.52
H  3.77  -5.64  2.90
C  3.58  5.37  -6.03
C  4.77  6.24  -5.78
C  4.31  7.59  -5.15
O  5.57  5.78  -4.69
H  2.80  5.77  -6.69
H  3.17  5.07  -5.07
H  3.78  4.40  -6.49
H  5.31  6.45  -6.70
H  5.15  8.29  -5.12
H  3.85  7.47  -4.17
H  3.64  8.19  -5.77
H  4.97  5.63  -3.96
C  0.26  -5.22  6.37
C  1.41  -5.01  7.34
C  1.27  -5.93  8.56
O  2.61  -5.30  6.65
H  0.17  -6.22  5.93
H  0.20  -4.54  5.53
H  -0.72  -5.06  6.83
H  1.46  -3.97  7.67
H  2.10  -5.82  9.26
H  1.02  -6.96  8.31
H  0.41  -5.67  9.19
H  3.21  -4.65  7.01
C  0.42  -1.52  0.33
C  1.45  -1.00  -0.74
C  0.82  0.23  -1.44
O  2.68  -0.68  -0.10
H  0.77  -2.49  0.70
H  -0.57  -1.65  -0.11
H  0.23  -0.80  1.12
H  1.68  -1.77  -1.49
H  1.43  0.80  -2.15
H  0.43  0.97  -0.74
H  -0.04  -0.18  -1.98
H  2.84  -1.41  0.51
C  0.63  -7.20  -5.53
C  -0.41  -6.29  -6.13
C  -0.92  -5.23  -5.19
O  0.17  -5.59  -7.20
H  0.25  -8.00  -4.91
H  1.42  -6.70  -4.98
H  1.19  -7.66  -6.34
H  -1.22  -6.90  -6.54
H  -0.26  -4.36  -5.14
H  -0.95  -5.56  -4.15
H  -1.88  -4.89  -5.58
H  -0.48  -4.94  -7.47
C  9.00  2.61  -1.75
C  7.91  1.67  -1.52
C  8.41  0.58  -0.64
O  6.82  2.14  -0.75
H  8.72  3.58  -2.17
H  9.64  2.14  -2.50
H  9.53  2.85  -0.83
H  7.49  1.38  -2.49
H  7.63  -0.18  -0.65
H  8.61  0.90  0.38
H  9.30  0.08  -1.03
H  6.24  1.39  -0.56

Which of these has the highest E?
C2H5P

Number 1 is which compound?
C5H9O2P